16
Properties=species:S:1:pos:R:3:forces:R:3 method="wB97M-V/def2-TZVPD" homo_lumo_gap_ev=8.41 total_charge=0 lumo_ev=0.7144 e_tot_ev=-11245.2588 relative_energy_kj_mol=421.1 homo_energy_ev=-7.7
C -0.281 -0.179 -1.662 -1.1 1.0 0.1
C 0.046 0.708 1.025 5.7 3.0 2.1
C -0.072 -0.825 -0.320 1.1 -4.2 0.5
N -0.851 0.789 2.083 -0.4 -0.4 -0.5
N -0.520 -2.143 -0.265 0.1 -0.2 -1.6
O 1.549 1.750 -0.366 0.4 -1.0 0.3
N 0.790 1.759 0.814 -2.6 1.9 0.1
N 0.655 -0.520 0.729 -3.5 -0.1 -2.0
H 2.146 2.499 -0.243 -0.3 -0.1 0.1
H -0.963 -0.077 2.588 0.2 0.0 0.0
H -0.695 1.597 2.669 -0.1 0.0 -0.1
H 0.107 -2.808 0.162 -0.1 0.3 0.8
H -0.894 -2.542 -1.111 0.0 0.1 -0.3
H 0.635 -0.271 -2.248 0.0 -0.1 0.3
H -1.109 -0.610 -2.224 0.1 -0.5 0.1
H -0.542 0.874 -1.632 0.4 0.2 0.3